This record from OMol25 describes C33H35N7O3STaTe as an isolated structure. The level of theory is wB97M-V/def2-TZVPD.

CARTESIAN COORDINATES (ANGSTROEM)
1 Ta -0.294993 0.405639 0.623451
2 C 5.235242 1.664742 4.121366
3 C 4.272659 0.983516 3.168302
4 N 2.893592 1.157067 3.652370
5 C 1.789014 0.780379 3.037691
6 S 1.946046 -0.049518 1.489099
7 N 0.618372 0.990212 3.590037
8 N -0.421248 0.531956 2.829802
9 C -1.478018 0.132459 3.465232
10 C -1.569946 0.025524 4.943043
11 C -2.642785 -0.137993 2.612667
12 C -3.862233 -0.522240 3.134962
13 C -4.969310 -0.597583 2.298444
14 C -4.819295 -0.244772 0.969388
15 C -3.563576 0.107013 0.511152
16 N -2.472256 0.130047 1.291268
17 H 6.255424 1.531943 3.767811
18 H 5.172203 1.233170 5.120813
19 H 5.038130 2.735120 4.182677
20 H 4.492326 -0.083640 3.098269
21 H 4.347235 1.415319 2.168861
22 H 2.765892 1.579066 4.563986
23 H -0.608325 0.214415 5.404466
24 H -1.919762 -0.971182 5.220526
25 H -2.295682 0.745520 5.329946
26 H -3.953787 -0.738730 4.189137
27 H -5.933276 -0.895278 2.689618
28 H -5.656748 -0.235712 0.286244
29 H -3.443249 0.402301 -0.518327
30 O 1.714662 3.277491 -1.372503
31 C 0.855095 2.771288 -0.742073
32 O 0.645147 1.416541 -0.682294
33 C -0.155548 3.444650 0.123864
34 C -0.281152 4.812354 0.167437
35 C -1.237071 5.355420 1.017908
36 C -2.007710 4.498099 1.788726
37 C -1.808939 3.133849 1.692679
38 N -0.900089 2.594399 0.865198
39 H 0.363710 5.420773 -0.452246
40 H -1.372714 6.426976 1.081553
41 H -2.758206 4.878044 2.467386
42 H -2.395182 2.454280 2.292520
43 N -0.180181 -1.691933 0.396536
44 C 0.117814 -2.803383 0.155225
45 N 0.436325 -4.001226 -0.105298
46 C 1.484474 -4.730570 0.671480
47 C 2.532817 -5.224279 -0.313942
48 O 1.928471 -5.994207 -1.326292
49 C 1.047684 -5.229073 -2.114806
50 C -0.122813 -4.739149 -1.276876
51 H 0.988542 -5.566265 1.164800
52 H 1.902795 -4.055785 1.416276
53 H 3.243271 -5.865603 0.204164
54 H 3.074091 -4.372866 -0.747530
55 H 0.679338 -5.873520 -2.911166
56 H 1.570026 -4.373016 -2.560719
57 H -0.699490 -5.574743 -0.880360
58 H -0.773343 -4.068936 -1.836441
59 Te -1.432458 -0.385664 -2.069582
60 C 0.252223 -1.227583 -3.007676
61 C 1.566945 -1.033169 -2.593523
62 C 2.598224 -1.591938 -3.336774
63 C 2.320866 -2.320501 -4.487123
64 C 1.007304 -2.508919 -4.894339
65 C -0.035115 -1.968752 -4.152504
66 C -1.479619 1.499161 -2.995339
67 C -2.690732 2.185720 -2.979343
68 C -2.765006 3.435101 -3.578401
69 C -1.644569 3.975020 -4.197626
70 C -0.447913 3.271016 -4.222945
71 C -0.355345 2.025046 -3.616883
72 H 1.809190 -0.430073 -1.729495
73 H 3.623717 -1.434508 -3.028850
74 H 3.131325 -2.734992 -5.071701
75 H 0.788936 -3.069964 -5.793101
76 H -1.056857 -2.115954 -4.482358
77 H -3.584029 1.748163 -2.546991
78 H -3.703992 3.972102 -3.587463
79 H -1.711292 4.939449 -4.683000
80 H 0.417066 3.686384 -4.722573
81 H 0.577630 1.476471 -3.647878

Atoms 1-6, force components in eV/Å:
Ta 0.0 -0.1 -0.1
C 0.0 0.0 0.0
C 0.0 0.0 0.0
N 0.0 0.0 0.0
C 0.0 0.0 0.0
S 0.0 0.1 0.0

## Properties
Orbital gap = 6.39 eV
Net charge = +3
E_HOMO = -0.5989 Eh